This record from OMol25 describes the molecule C4H7BrOS in a non-equilibrium geometry. The level of theory is ωB97M-V/def2-TZVPD.

Output
Highest occupied orbital energy (alpha / beta): -8.4 / -8.2 eV
Lowest unoccupied orbital energy (alpha / beta): -0.1 / -0.8 eV
Spin multiplicity: 1
Orbital gap (alpha / beta): 8.2 / 7.4 eV

Structure (XYZ):
```
14
Properties=species:S:1:pos:R:3:mulliken_charge:R:1
C 0.09350 1.18758 0.56496 -0.56
C -0.35160 -0.18049 1.16887 -0.53
C -0.60786 -0.87319 -1.45028 -0.67
C 1.14821 1.13249 -0.54806 -0.44
O -0.88628 -2.75396 0.52828 -0.61
S -1.34887 -1.38736 0.05626 0.43
Br 2.74882 0.47101 -0.09795 -0.05
H -0.77533 1.85606 0.49168 0.36
H 0.71724 1.67772 1.35275 0.35
H 0.50437 -1.03775 1.23965 0.24
H -0.72973 0.03357 2.17993 0.40
H -1.19311 -0.12876 -1.97791 0.32
H -0.24617 -1.72311 -2.04541 0.35
H 0.92681 1.72621 -1.46278 0.39
```

This record from OMol25 describes the molecule C4H7BrOS in a non-equilibrium geometry. The level of theory is ωB97M-V/def2-TZVPD.

Output
Highest occupied orbital energy (alpha / beta): -6.4 / -9.7 eV
Lowest unoccupied orbital energy (alpha / beta): 0.7 / -1.8 eV
Spin multiplicity: 3
Orbital gap (alpha / beta): 7.1 / 7.9 eV

Structure (XYZ):
```
14
Properties=species:S:1:pos:R:3:mulliken_charge:R:1
C 0.58096 0.45595 -0.27206 -0.45
C -0.95654 0.52398 -0.00160 -0.79
C 1.10361 -0.87397 0.22171 -0.54
C -1.30056 0.22059 1.53523 -0.46
O 1.09138 -1.97524 2.74272 -0.46
S 0.13118 -1.48120 1.69121 0.36
Br -0.76941 1.75793 2.56084 -0.13
H 0.79241 0.51514 -1.30493 0.33
H 1.00840 1.38481 0.13389 0.31
H -1.34205 1.52836 -0.16584 0.40
H -1.58066 -0.33372 -0.49952 0.28
H 0.88842 -1.71309 -0.39949 0.35
H 2.17950 -0.73734 0.55573 0.32
H -2.24271 -0.09249 1.93160 0.50
```

This record from OMol25 describes a cluster of 2 separate species, C4H7BrS2 in total in a non-equilibrium geometry. The level of theory is ωB97M-V/def2-TZVPD.

Output
Highest occupied orbital energy (alpha / beta): -9.1 / -8.3 eV
Lowest unoccupied orbital energy (alpha / beta): -1.2 / -1.7 eV
Spin multiplicity: 1
Orbital gap (alpha / beta): 7.9 / 6.7 eV

Structure (XYZ):
```
14
Properties=species:S:1:pos:R:3:mulliken_charge:R:1
C 4.16212 -0.59089 0.68367 0.10
C -0.63959 -0.10181 0.86238 -1.36
C -0.85922 1.68315 -0.71779 -1.50
C -0.01337 0.55457 -0.34490 0.40
S 4.19501 -2.04849 1.22090 -0.15
S 1.74022 1.10985 -0.17115 -0.09
Br 5.41694 0.35857 -0.23149 0.04
H -1.66071 -0.07740 0.75262 0.41
H -0.25180 -1.09114 0.91643 0.38
H -0.38773 0.39263 1.80149 0.33
H -0.54960 2.16183 -1.55805 0.48
H -1.02641 2.40762 0.14685 0.30
H -1.87421 1.29211 -0.91101 0.37
H -0.00031 -0.13539 -1.08730 0.28
```

This record from OMol25 describes the molecule C4H7Cl in a non-equilibrium geometry. The level of theory is ωB97M-V/def2-TZVPD.

Output
Highest occupied orbital energy: -9.6 eV
Lowest unoccupied orbital energy: 0.8 eV
SMILES: C/C=C\CCl
Spin multiplicity: 1
Orbital gap: 10.5 eV

Structure (XYZ):
```
12
Properties=species:S:1:pos:R:3:mulliken_charge:R:1
C -0.55560 0.33840 2.35332 -1.04
C 0.66027 0.39300 1.73422 0.09
C 0.75538 0.12427 0.52390 -0.46
C -0.10071 -0.59348 -0.23965 -0.24
H -1.39183 -0.30765 1.98483 0.31
H -1.32979 1.25899 2.34822 0.23
H -0.34006 0.07973 3.32612 0.33
H 1.48567 0.38224 2.48578 0.29
H 1.64918 -0.16045 -0.10125 0.20
H 0.39860 -1.60071 -0.34425 0.28
H -1.30396 -0.58384 -0.12279 0.27
Cl -0.21905 -0.03773 -2.10632 -0.25
```

This record from OMol25 describes the molecule C4H7Cl in a non-equilibrium geometry. The level of theory is ωB97M-V/def2-TZVPD.

Output
Highest occupied orbital energy (alpha / beta): -8.5 / -8.1 eV
Lowest unoccupied orbital energy (alpha / beta): 0.3 / -0.1 eV
Spin multiplicity: 1
Orbital gap (alpha / beta): 8.7 / 8.0 eV

Structure (XYZ):
```
12
Properties=species:S:1:pos:R:3:mulliken_charge:R:1
C -0.30439 0.95864 -0.37429 -0.58
C 0.51423 0.32381 0.78895 -0.23
C -0.18932 0.28676 -1.81594 -0.35
C -0.04847 -0.92661 1.43777 -0.97
Cl 1.31262 0.70173 -2.68699 -0.17
H -1.36572 0.80027 -0.09203 0.24
H -0.07482 1.96431 -0.57154 0.41
H 1.52885 0.24137 0.75994 0.38
H -0.70227 -0.67251 -1.89979 0.40
H -0.07553 -1.72771 0.54611 0.18
H -1.10655 -0.74820 1.70690 0.30
H 0.51137 -1.20185 2.20090 0.39
```

This record from OMol25 describes the ion C4H7Cl2N2 with charge +1 in a non-equilibrium geometry. The level of theory is ωB97M-V/def2-TZVPD.

Output
Highest occupied orbital energy (alpha / beta): -11.3 / -14.3 eV
Total charge: +1
Lowest unoccupied orbital energy (alpha / beta): -3.2 / -6.6 eV
Spin multiplicity: 3
Orbital gap (alpha / beta): 8.1 / 7.7 eV

Structure (XYZ):
```
15
Properties=species:S:1:pos:R:3:mulliken_charge:R:1
C -1.23537 0.10929 -0.03165 1.02
C 1.28726 -0.30936 0.35775 -0.59
C -0.00207 0.58511 0.40532 -0.37
C 2.63481 -0.03971 -0.31994 0.27
N -1.40538 -0.97739 -0.73922 -0.30
N -2.30312 0.88486 0.13536 -0.44
Cl 3.81280 -1.11105 -0.48674 -0.10
Cl 3.20599 1.65056 -0.43435 -0.16
H 1.62206 -0.34229 1.47613 0.30
H 0.97454 -1.28765 -0.06060 0.25
H -0.09326 1.55500 1.00743 0.22
H -0.66152 -1.46772 -1.09658 0.13
H -2.27039 -1.24857 -1.14794 0.21
H -2.30075 1.54643 0.88280 0.28
H -3.26560 0.45249 0.05223 0.27
```

What did we get for relative energy (zero: lowest compared OMol25 entry of this formula, charge and spin)? Answer: 4.091; 0.000; 2.575; 3.010; 3.739; 0.112 eV, in the order shown.
What did we get for total energy? Answer: -3203.86355; -3203.87916; -3526.84960; -616.66692; -616.64013; -1186.14998 Ha, in the order shown.